{
  "formula": "C30H64AlBCl24N2O3P",
  "method": "wB97M-V/def2-TZVPD",
  "elements": ["C", "C", "Al", "C", "C", "N", "B", "O", "O", "C", "C", "P", "N", "O", "H", "H", "H", "H", "H", "H", "H", "H", "H", "H", "H", "H", "H", "H", "H", "H", "Cl", "C", "C", "Cl", "H", "H", "H", "H", "Cl", "C", "C", "Cl", "H", "H", "H", "H", "Cl", "C", "C", "Cl", "H", "H", "H", "H", "Cl", "C", "C", "Cl", "H", "H", "H", "H", "Cl", "C", "C", "Cl", "H", "H", "H", "H", "Cl", "C", "C", "Cl", "H", "H", "H", "H", "Cl", "C", "C", "Cl", "H", "H", "H", "H", "Cl", "C", "C", "Cl", "H", "H", "H", "H", "Cl", "C", "C", "Cl", "H", "H", "H", "H", "Cl", "C", "C", "Cl", "H", "H", "H", "H", "Cl", "C", "C", "Cl", "H", "H", "H", "H", "Cl", "C", "C", "Cl", "H", "H", "H", "H"],
  "coordinates": [[-1.6659, -4.6346, 2.4745], [-1.6442, -3.6050, 1.6364], [-2.0276, -2.0909, 0.2570], [-0.8487, -0.5008, 0.7695], [0.7190, -0.6853, 0.3564], [0.9407, 0.0665, -0.9515], [-4.0715, -1.6086, 0.3989], [-4.9057, -2.5507, 1.1642], [-4.6240, -0.4175, -0.2114], [-6.0678, -0.3277, -0.0566], [-6.8970, -1.3071, -1.0434], [-1.6443, -2.9510, -1.8726], [-1.1783, -4.6850, -1.7566], [-0.2608, -2.2190, -2.6463], [-1.9839, -5.3177, 3.3492], [-1.2507, 0.5250, 0.3932], [-0.8446, -0.4030, 1.9315], [1.0053, -1.8007, 0.2731], [1.3616, -0.1883, 1.1720], [1.8340, -0.2984, -1.3491], [1.1036, 1.0746, -0.7306], [-4.6037, -3.4675, 0.9518], [-6.4170, -0.4407, 1.0412], [-6.3577, 0.7569, -0.3669], [-6.7274, -1.0273, -2.1476], [-6.7037, -2.4089, -0.8014], [-8.0260, -1.1259, -0.8277], [-1.9765, -5.1947, -2.1712], [-1.0166, -4.9317, -0.7677], [-0.4256, -1.2684, -2.8420], [3.0041, 1.2856, 1.5537], [4.4320, 1.1536, 2.6089], [4.4145, -0.1173, 3.4358], [3.1321, -0.0968, 4.6716], [4.4700, 2.0443, 3.2396], [5.3088, 1.1602, 1.9573], [5.3635, -0.2267, 3.9658], [4.2694, -1.0016, 2.8119], [3.4038, 2.6978, 6.9371], [1.8599, 2.9954, 7.7766], [1.2744, 1.7263, 8.3645], [0.7117, 0.6000, 7.1052], [1.1742, 3.4639, 7.0675], [2.0679, 3.7127, 8.5742], [0.4062, 1.9708, 8.9806], [1.9987, 1.2012, 8.9904], [3.8306, 6.4650, 9.0808], [3.4435, 6.5107, 7.3415], [2.2805, 7.4345, 7.0382], [0.7382, 6.8016, 7.6668], [3.2428, 5.4897, 7.0140], [4.3409, 6.8628, 6.8279], [2.1627, 7.5378, 5.9573], [2.4361, 8.4292, 7.4603], [2.2295, 1.4805, -3.6056], [3.9066, 1.9162, -3.1911], [4.8322, 0.7145, -3.2051], [4.4878, -0.4175, -1.8740], [3.8971, 2.4056, -2.2148], [4.2356, 2.6455, -3.9348], [5.8665, 1.0430, -3.0800], [4.7613, 0.1638, -4.1451], [-0.1866, 3.0189, 3.1954], [-1.7247, 3.3179, 4.0408], [-2.3090, 2.0488, 4.6294], [-2.8741, 0.9239, 3.3715], [-2.4119, 3.7881, 3.3345], [-1.5136, 4.0338, 4.8388], [-3.1753, 2.2936, 5.2487], [-1.5833, 1.5222, 5.2527], [7.8880, 2.2929, 8.4633], [7.5801, 3.9769, 8.9567], [6.9044, 4.7791, 7.8623], [7.9864, 5.0717, 6.4767], [8.5321, 4.4222, 9.2526], [6.9352, 3.9348, 9.8371], [6.6130, 5.7585, 8.2477], [6.0073, 4.2783, 7.4923], [-5.1222, 0.4734, -3.3630], [-5.5102, 0.5075, -5.1018], [-6.6716, 1.4320, -5.4120], [-8.2163, 0.8073, -4.7778], [-5.7150, -0.5164, -5.4223], [-4.6133, 0.8521, -5.6178], [-6.7900, 1.5276, -6.4939], [-6.5141, 2.4280, -4.9983], [0.0134, -4.9799, -6.4526], [1.0000, -4.1519, -5.2176], [1.7988, -3.0036, -5.7993], [3.0981, -3.5672, -6.8843], [1.6466, -4.8954, -4.7478], [0.3075, -3.7753, -4.4604], [2.2799, -2.4434, -4.9949], [1.1638, -2.3154, -6.3607], [-0.1757, -4.4899, 4.2668], [1.1172, -3.8474, 5.3167], [0.9536, -4.2807, 6.7614], [-0.4587, -3.5189, 7.5370], [1.1203, -2.7593, 5.2210], [2.0624, -4.2270, 4.9211], [1.8309, -3.9813, 7.3400], [0.8436, -5.3636, 6.8460], [-6.2180, 4.9374, -6.3196], [-4.5419, 5.3632, -5.8895], [-3.6238, 4.1561, -5.8978], [-3.9868, 3.0231, -4.5714], [-4.5570, 5.8501, -4.9124], [-4.2028, 6.0923, -6.6286], [-2.5888, 4.4785, -5.7630], [-3.6894, 3.6075, -6.8398], [1.0980, -2.0937, -12.5108], [2.3537, -1.4782, -11.4062], [2.1433, -1.9497, -9.9805], [0.7059, -1.2096, -9.2328], [2.3580, -0.3884, -11.4730], [3.3111, -1.8465, -11.7808], [3.0003, -1.6654, -9.3663], [2.0324, -3.0343, -9.9276], [-2.3912, -7.1970, -3.8936], [-2.9271, -6.8407, -5.5525], [-3.3692, -8.0869, -6.2946], [-2.0054, -9.1763, -6.6539], [-2.1087, -6.3317, -6.0624], [-3.7629, -6.1423, -5.4713], [-3.8120, -7.8086, -7.2536], [-4.1125, -8.6504, -5.7272]],
  "total_charge": -1,
  "total_energy_ev": -358373.8556,
  "gap_ev": 4.9
}